Record 1
DFT (the ωB97M-V functional and the def2-TZVPD basis) results for C38H36Br2HfN5O as an isolated structure.

Atoms and positions in Å:
Hf1 -0.090 0.007 -0.458
Br1 -0.221 -3.494 3.251
Br2 -5.374 -1.455 4.695
O1 -0.391 -1.267 1.231
N1 -2.394 0.279 0.589
N2 -1.468 -1.571 -1.614
N3 0.329 2.070 -0.335
N4 0.327 0.136 -2.983
N5 1.546 -1.688 -1.040
C1 -2.118 -2.581 -1.010
C2 -0.475 1.931 -1.656
C3 -1.477 -1.615 -2.957
C4 -0.330 2.763 0.710
C5 -4.694 0.538 2.129
C6 2.928 3.387 0.586
C7 -2.681 -3.713 -3.094
C8 2.115 -2.203 -2.141
C9 3.037 -3.121 0.225
C10 -1.470 2.986 -1.796
C11 1.255 0.258 4.035
C12 -2.742 -3.613 -1.689
C13 -2.038 -2.673 -3.714
C14 -2.654 -2.131 3.965
C15 1.818 2.812 3.178
C16 -2.547 -0.411 1.764
C17 3.543 -3.740 -0.921
C18 -1.477 3.451 0.535
C19 0.920 1.340 4.839
C20 1.181 2.635 4.395
C21 -3.648 -0.345 2.607
C22 2.143 1.739 2.362
C23 3.027 -3.256 -2.081
C24 1.839 0.453 2.803
C25 -0.822 -0.462 -3.652
C26 -1.514 -2.126 3.125
C27 1.842 -1.790 -3.516
C28 -2.032 3.609 -0.771
C29 -3.401 0.988 0.170
C30 -3.729 -1.307 3.670
C31 0.308 1.587 -2.834
C32 3.936 1.068 0.670
C33 -1.446 -1.262 2.056
C34 2.635 1.895 0.914
C35 1.659 1.424 -0.214
C36 1.558 -0.293 -3.660
C37 2.040 -2.172 0.130
C38 -4.545 1.193 0.940
H1 -1.568 0.344 -3.782
H2 -2.853 4.314 -0.918
H3 1.492 -0.040 -4.736
H4 3.339 -3.392 1.210
H5 -1.933 3.887 1.413
H6 0.406 1.127 5.765
H7 4.535 1.033 1.577
H8 4.525 1.459 -0.198
H9 -0.113 2.067 -3.737
H10 -3.104 -4.543 -3.623
H11 -3.237 1.458 -0.788
H12 1.020 -0.748 4.344
H13 -5.312 1.820 0.530
H14 2.680 -2.093 -4.146
H15 2.037 -0.366 2.157
H16 2.014 3.948 0.584
H17 3.351 -3.648 -3.027
H18 3.581 3.833 1.330
H19 3.674 0.056 0.424
H20 0.871 3.487 4.968
H21 1.339 1.928 -2.788
H22 1.580 -1.796 1.035
H23 2.357 0.321 -3.227
H24 0.072 2.551 1.694
H25 1.936 3.801 2.738
H26 -1.858 -2.632 -4.771
H27 2.206 1.662 -1.141
H28 -3.185 -4.398 -1.068
H29 -1.713 3.201 -2.832
H30 1.036 -2.395 -3.971
H31 3.329 3.495 -0.437
H32 -2.814 -2.777 4.803
H33 -2.015 -2.589 0.067
H34 -5.650 0.645 2.651
H35 4.288 -4.509 -0.889
H36 -0.524 -0.770 -4.651

## Properties
* LUMO energy: -2.77 eV
* Kohn-Sham gap: 6.39 eV
* net charge: +1
* HOMO: -9.1590 eV
* energy above the lowest of the compared OMol25 structures with the same formula, charge and spin: 14.07 kcal per mole

=====

Record 2
DFT (the ωB97M-V functional and the def2-TZVPD basis) results for C38H36Cl2N8O2RuS as an isolated structure.

Atoms and positions in Å:
Ru1 -0.133 -0.453 1.513
Cl1 -4.888 0.641 -1.224
Cl2 -2.088 -0.689 3.251
S1 -2.106 0.148 0.153
O1 1.934 -0.666 1.440
O2 -1.408 0.334 -3.266
N1 -0.033 3.517 0.747
N2 -0.274 -2.384 0.764
N3 -1.132 -3.897 -0.515
N4 -1.477 1.304 -5.235
N5 0.160 -3.798 -0.901
N6 -0.721 3.694 1.895
N7 -2.187 0.127 -5.307
N8 0.085 1.620 1.773
C1 -0.223 2.476 -3.457
C2 -3.867 -4.120 -3.041
C3 -0.637 2.534 2.491
C4 3.131 -0.036 3.409
C5 -3.579 -0.421 2.410
C6 2.881 -0.081 -1.118
C7 -2.720 -3.689 -2.384
C8 -4.808 0.173 0.419
C9 -2.725 -1.691 -3.733
C10 -2.156 -2.467 -2.723
C11 -2.126 -0.421 -4.140
C12 -2.086 -4.612 -1.356
C13 0.049 4.565 -0.279
C14 1.309 -1.677 4.244
C15 2.816 0.079 1.986
C16 -3.861 -2.137 -4.400
C17 4.166 2.073 1.830
C18 2.787 -1.263 4.223
C19 5.135 0.873 -0.702
C20 0.795 3.033 -4.229
C21 0.654 -2.889 -0.111
C22 -1.033 1.397 -4.028
C23 0.309 3.988 -1.651
C24 1.343 4.513 -2.416
C25 3.518 1.061 1.165
C26 -3.551 -0.055 1.044
C27 1.576 4.047 -3.703
C28 0.454 2.290 0.683
C29 -4.434 -3.347 -4.044
C30 3.862 0.968 3.979
C31 3.637 1.013 -0.358
C32 3.668 -2.427 3.733
C33 -5.959 -0.326 2.463
C34 -5.988 0.033 1.123
C35 4.320 2.057 3.218
C36 -1.388 -3.053 0.473
C37 -0.475 2.963 -2.178
C38 -4.747 -0.557 3.115
H1 -0.892 5.110 -0.230
H2 -1.527 -5.398 -1.859
H3 3.076 -1.039 5.251
H4 3.417 -2.686 2.701
H5 4.093 0.921 5.036
H6 1.961 5.309 -2.016
H7 1.037 1.908 -0.137
H8 3.508 -3.308 4.355
H9 4.612 2.879 1.259
H10 2.375 4.474 -4.294
H11 -6.885 -0.420 3.014
H12 0.845 5.258 -0.011
H13 0.959 2.667 -5.234
H14 5.732 1.683 -0.288
H15 -5.324 -3.695 -4.550
H16 1.069 -2.321 3.400
H17 -4.724 -0.833 4.160
H18 1.098 -2.238 5.155
H19 4.726 -2.166 3.775
H20 4.859 2.860 3.704
H21 3.142 -0.011 -2.174
H22 3.307 1.988 -0.738
H23 -2.841 -5.073 -0.722
H24 -1.303 2.551 -1.608
H25 -2.345 -2.958 0.960
H26 0.656 -0.803 4.245
H27 -4.311 -5.075 -2.777
H28 -4.281 -1.530 -5.191
H29 3.176 -1.071 -0.771
H30 -1.085 2.334 3.450
H31 5.523 -0.071 -0.313
H32 -6.928 0.208 0.618
H33 -1.248 -2.111 -2.249
H34 5.262 0.873 -1.784
H35 1.796 -0.007 -1.041
H36 1.683 -2.572 -0.137

## Properties
* LUMO energy (spin up / spin down): -5.52 / -8.52 eV
* Kohn-Sham gap (spin up / spin down): 7.69 / 4.69 eV
* net charge: +2
* HOMO (spin up / spin down): -13.2049 / -13.2042 eV
* multiplicity: 5
* energy above the lowest of the compared OMol25 structures with the same formula, charge and spin: 0.00 kcal per mole

=====

Record 3
DFT (the ωB97M-V functional and the def2-TZVPD basis) results for an isolated ion of composition C38H36N and charge +1.

Atoms and positions in Å:
N1 -0.734 -0.467 0.802
C1 1.030 -1.492 -0.818
C2 -3.522 0.813 -0.735
C3 -1.366 -1.259 -3.828
C4 3.452 -4.994 -1.837
C5 -1.705 -0.935 1.900
C6 0.359 3.957 3.412
C7 -1.936 3.795 4.980
C8 2.612 1.912 0.060
C9 2.989 1.664 1.381
C10 -0.531 -0.798 -4.843
C11 0.097 -2.560 1.395
C12 -1.456 1.731 1.148
C13 -0.545 2.550 1.686
C14 -3.947 1.878 -2.877
C15 -0.179 -1.743 0.145
C16 3.322 -2.665 -1.175
C17 -4.410 1.347 -1.670
C18 0.310 4.637 4.611
C19 -0.849 4.584 5.407
C20 -1.877 3.085 3.776
C21 2.533 -0.679 1.049
C22 2.080 0.883 -0.729
C23 -2.146 0.861 -1.003
C24 0.803 -0.516 -4.538
C25 -2.571 1.927 -3.153
C26 1.925 -2.753 -1.044
C27 -0.881 -1.377 -2.523
C28 -1.682 1.467 -2.186
C29 1.309 -3.984 -1.299
C30 4.084 -3.778 -1.562
C31 -1.116 -2.285 2.291
C32 0.457 -1.131 -2.202
C33 1.307 -0.741 -3.249
C34 1.903 -0.390 -0.178
C35 2.924 0.366 1.897
C36 2.067 -5.099 -1.681
C37 -0.722 3.184 2.962
C38 -1.070 0.754 0.099
H1 0.220 -4.071 -1.242
H2 -1.039 -2.223 -0.340
H3 -0.844 -2.307 3.350
H4 -2.830 3.752 5.612
H5 1.243 4.001 2.775
H6 4.032 -5.858 -2.166
H7 -2.170 2.358 -4.070
H8 -3.901 0.412 0.214
H9 3.366 2.479 2.004
H10 0.164 -3.620 1.128
H11 -0.917 -0.673 -5.858
H12 0.072 -0.176 1.388
H13 5.168 -3.691 -1.676
H14 -2.731 2.469 3.479
H15 1.470 -0.138 -5.315
H16 -1.884 -3.047 2.111
H17 -2.723 -1.013 1.491
H18 -4.659 2.262 -3.605
H19 1.551 -6.038 -1.888
H20 -0.602 1.576 -2.350
H21 0.420 2.711 1.185
H22 3.850 -1.722 -1.000
H23 -1.609 -1.622 -1.742
H24 -2.422 -1.480 -3.999
H25 1.813 1.091 -1.762
H26 -1.671 -0.195 2.713
H27 2.733 2.905 -0.372
H28 1.023 -2.225 1.890
H29 2.378 -0.613 -3.067
H30 2.761 -1.719 1.322
H31 -2.500 1.690 1.475
H32 -5.465 1.396 -1.422
H33 3.230 0.157 2.929
H34 1.176 5.218 4.929
H35 -0.137 1.083 -0.354
H36 -0.885 5.126 6.360

## Properties
* SMILES: C(=C\[C@H](c1ccccc1)[N@H+]1CCC[C@@H]1C(c1ccccc1)(c1ccccc1)c1ccccc1)/c1ccccc1
* LUMO energy: -2.23 eV
* Kohn-Sham gap: 8.70 eV
* net charge: +1
* HOMO: -10.9220 eV
* energy above the lowest of the compared OMol25 structures with the same formula, charge and spin: 0.00 kcal per mole

=====

Record 4
DFT (the ωB97M-V functional and the def2-TZVPD basis) results for C38H36N3O4ReS6 as an isolated structure.

Atoms and positions in Å:
Re1 -0.168 0.245 0.284
S1 1.190 3.390 0.633
S2 -2.882 4.044 1.088
S3 3.303 0.046 -0.652
S4 -3.204 -0.771 1.612
S5 0.198 0.590 2.552
S6 -0.169 0.512 -2.134
O1 0.059 -3.815 0.326
O2 -4.104 -1.877 1.384
O3 -3.757 0.557 1.610
O4 0.526 -1.645 0.446
N1 -1.966 -0.892 0.578
N2 2.005 0.611 0.092
N3 -1.681 1.934 0.258
C1 3.364 0.384 -4.717
C2 -0.827 -1.935 -3.427
C3 2.832 2.523 -3.758
C4 -1.072 0.138 -4.603
C5 -3.168 1.300 -1.660
C6 -2.756 2.131 -0.616
C7 2.755 -3.888 -1.604
C8 -2.011 -0.117 5.409
C9 -1.270 -2.308 4.797
C10 -1.234 -2.617 -4.569
C11 -0.615 -1.401 7.058
C12 -0.297 -2.654 0.304
C13 -4.263 1.664 -2.413
C14 -2.533 -0.995 3.245
C15 4.006 -4.402 -1.291
C16 3.484 -1.721 -0.909
C17 -1.877 -2.174 3.559
C18 -4.984 2.830 -2.139
C19 -4.619 3.638 -1.083
C20 -1.461 -0.545 -5.740
C21 2.875 1.979 -2.488
C22 -1.737 -2.240 0.065
C23 -1.655 2.850 1.177
C24 3.167 0.627 -2.345
C25 -3.510 3.272 -0.328
C26 1.042 2.076 3.080
C27 4.997 -3.576 -0.781
C28 1.464 3.125 2.329
C29 1.299 1.993 4.573
C30 2.493 -2.541 -1.420
C31 -2.608 0.033 4.169
C32 2.264 4.222 3.005
C33 -1.320 -1.281 5.734
C34 -1.549 -1.934 -5.731
C35 4.733 -2.230 -0.576
C36 -0.745 -0.547 -3.423
C37 3.416 -0.176 -3.444
C38 3.076 1.728 -4.873
H1 -1.913 -2.272 -1.016
H2 -1.863 -2.473 -6.616
H3 -1.297 -1.212 7.889
H4 -3.108 0.952 3.893
H5 2.640 2.572 -1.609
H6 -2.403 -2.975 0.508
H7 2.080 4.297 4.078
H8 0.673 2.687 5.143
H9 -0.739 -3.222 5.036
H10 3.527 -0.246 -5.581
H11 -1.815 -2.976 2.833
H12 -1.013 1.219 -4.608
H13 2.347 0.917 0.999
H14 2.340 2.213 4.819
H15 -1.706 0.014 -6.635
H16 -2.055 0.695 6.126
H17 4.200 -5.459 -1.423
H18 5.969 -3.978 -0.526
H19 -0.189 -2.395 7.188
H20 0.198 -0.675 7.128
H21 3.334 4.048 2.856
H22 -5.839 3.092 -2.749
H23 -1.296 -3.698 -4.536
H24 -5.184 4.528 -0.838
H25 1.970 -4.540 -1.961
H26 -2.635 0.386 -1.861
H27 3.611 -1.233 -3.329
H28 2.033 5.179 2.541
H29 2.587 3.570 -3.876
H30 5.489 -1.576 -0.159
H31 1.526 -2.114 -1.638
H32 1.083 0.987 4.935
H33 -4.585 1.016 -3.218
H34 3.029 2.161 -5.865
H35 -0.941 2.866 1.983
H36 -0.562 -2.515 -2.555

## Properties
* LUMO energy (spin up / spin down): 2.37 / 2.13 eV
* Kohn-Sham gap (spin up / spin down): 5.97 / 5.87 eV
* net charge: -1
* HOMO (spin up / spin down): -3.6075 / -3.7408 eV
* multiplicity: 4
* energy above the lowest of the compared OMol25 structures with the same formula, charge and spin: 19.27 kcal per mole

=====

Record 5
DFT (the ωB97M-V functional and the def2-TZVPD basis) results for C38H36N9O9SiTa as an isolated structure.

Atoms and positions in Å:
Ta1 0.571 -0.722 0.897
Si1 -0.366 0.168 4.331
O1 2.491 6.358 2.319
O2 0.560 7.129 1.766
O3 1.828 0.245 2.010
O4 0.730 -2.320 2.054
O5 1.815 0.284 -0.470
O6 3.546 1.635 1.760
O7 -0.331 1.099 0.537
O8 -2.498 2.421 -0.381
O9 -2.991 4.028 0.947
N1 2.043 -2.163 -0.123
N2 -0.771 -0.267 2.680
N3 -0.267 -0.996 -1.339
N4 -5.655 2.800 -7.280
N5 -2.198 3.250 0.464
N6 1.356 6.223 1.912
N7 2.886 -1.615 -1.098
N8 -1.558 -1.549 1.039
N9 -1.338 -0.405 -3.165
C1 -1.175 -0.184 -1.845
C2 -2.393 -2.477 0.516
C3 2.365 1.437 1.702
C4 4.122 -0.184 -3.234
C5 2.677 -0.346 -1.206
C6 0.162 -4.352 3.125
C7 -3.949 -2.068 2.288
C8 4.753 1.958 -4.120
C9 -4.010 1.581 -5.703
C10 4.046 2.589 -3.107
C11 0.191 -1.764 -2.394
C12 -4.922 2.260 -6.579
C13 -0.469 -1.418 -3.523
C14 1.530 -4.216 1.011
C15 -3.072 -1.204 2.875
C16 4.791 0.571 -4.183
C17 2.246 -3.448 0.049
C18 0.774 -1.133 5.058
C19 3.371 1.837 -2.158
C20 -3.646 0.263 -5.968
C21 0.824 -3.616 2.005
C22 0.069 2.272 0.904
C23 -1.989 -3.263 -0.698
C24 0.909 4.869 1.583
C25 1.789 3.806 1.704
C26 -2.770 -0.394 -5.125
C27 3.406 0.447 -2.220
C28 -1.813 -0.982 2.254
C29 -3.486 2.238 -4.592
C30 -2.596 1.587 -3.758
C31 -2.246 0.270 -4.023
C32 -0.395 4.673 1.184
C33 1.375 2.525 1.406
C34 -1.867 0.339 5.463
C35 -0.794 3.398 0.838
C36 0.480 1.838 4.431
C37 -3.600 -2.748 1.113
C38 3.269 -4.165 -0.783
H1 0.050 -5.409 2.892
H2 5.278 2.547 -4.862
H3 1.641 -1.294 4.416
H4 3.349 -5.202 -0.469
H5 0.945 -2.519 -2.273
H6 0.526 2.122 5.486
H7 -3.320 -0.699 3.789
H8 -4.257 -3.488 0.679
H9 -2.296 -0.617 5.767
H10 -0.083 2.618 3.911
H11 -1.092 5.496 1.140
H12 -4.913 -2.249 2.748
H13 5.344 0.079 -4.972
H14 -2.587 -4.171 -0.746
H15 4.235 -3.670 -0.699
H16 -1.532 0.844 6.374
H17 1.652 -5.288 1.007
H18 -1.727 0.551 -1.284
H19 -2.152 -2.706 -1.620
H20 2.799 3.966 2.053
H21 -4.061 -0.247 -6.826
H22 -3.768 3.261 -4.388
H23 -0.365 -1.767 -4.534
H24 -0.816 -3.911 3.320
H25 0.255 -2.087 5.179
H26 -2.177 2.110 -2.910
H27 2.997 -4.124 -1.839
H28 -2.519 -1.428 -5.317
H29 -0.937 -3.548 -0.653
H30 4.023 3.670 -3.053
H31 4.146 -1.265 -3.265
H32 2.821 2.317 -1.359
H33 -2.655 0.956 5.027
H34 1.131 -0.820 6.043
H35 1.502 1.830 4.055
H36 0.760 -4.255 4.033

## Properties
* LUMO energy: -0.50 eV
* Kohn-Sham gap: 7.60 eV
* net charge: 0
* HOMO: -8.1064 eV
* energy above the lowest of the compared OMol25 structures with the same formula, charge and spin: 5.56 kcal per mole